[1]
Density functional theory data (ωB97M-V/def2-TZVPD) for a cluster of 2 separate species, C6H12O2 in total.

Structure (XYZ):
```
20
Properties=species:S:1:pos:R:3:lowdin_charge:R:1
C 2.0159 -0.5258 0.5875 -0.08
C 1.1235 0.6154 0.1918 -0.35
C 0.4658 1.3565 1.3206 -0.06
C 0.9180 0.9210 -1.0965 -0.19
O 0.1089 1.9447 -1.5040 -0.01
H 1.5329 -1.1495 1.3473 0.07
H 2.9575 -0.1469 0.9964 0.08
H 2.2479 -1.1766 -0.2626 0.07
H 0.1384 0.6609 2.1009 0.07
H -0.4236 1.9053 0.9945 0.07
H 1.1681 2.0678 1.7657 0.08
H 1.3783 0.3854 -1.9181 0.12
H 0.1293 1.9766 -2.4761 0.10
C -2.0732 -0.9072 -1.0867 -0.01
C -1.6391 -1.7285 -0.1313 -0.28
O -2.0258 -1.6627 1.1761 -0.02
H -1.7020 -1.0055 -2.1015 0.05
H -2.7755 -0.1056 -0.8882 0.06
H -0.9215 -2.5233 -0.2953 0.11
H -2.6238 -0.9020 1.2795 0.10
```

The calculation puts the HOMO energy at -0.29822 Ha. As for the HOMO-LUMO gap: 0.325 hartree. The SMILES is CC(C)=CO.C=CO. The molecular weight is 116.16 Da.

[2]
Density functional theory data (ωB97M-V/def2-TZVPD) for a structure of composition C2H5N3O2.

Structure (XYZ):
```
12
Properties=species:S:1:pos:R:3:lowdin_charge:R:1
N 0.7442 0.5764 -1.2122 0.12
C 0.8616 0.2600 0.0550 -0.51
N -0.6472 -0.9253 1.4851 0.09
C -1.1582 0.4105 -0.8429 -0.31
O 1.9351 -0.1667 0.7272 0.13
N -0.3652 0.0759 0.5416 -0.07
O -1.9504 -0.3991 -1.2535 0.03
H 2.7326 -0.0205 0.2012 0.13
H 1.3767 1.2724 -1.5930 0.09
H -0.6579 -1.8360 1.0280 0.09
H -1.5977 -0.7451 1.7974 0.09
H -1.2737 1.4975 -0.9338 0.12
```

The calculation puts the HOMO energy at -0.33792 Ha. As for the HOMO-LUMO gap: 0.354 hartree. The molecular weight is 103.08 Da.

[3]
Density functional theory data (ωB97M-V/def2-TZVPD) for a cluster of 2 separate species, C7H12 in total.

Structure (XYZ):
```
19
Properties=species:S:1:pos:R:3:lowdin_charge:R:1
C -2.6936 0.6436 0.4098 -0.03
C -2.0732 -0.0837 -0.7555 -0.29
C -0.5861 -0.0971 -0.4204 -0.34
C 0.3680 -0.7752 -1.3814 -0.21
C 1.6674 -0.6222 -0.7177 -0.06
C 2.4662 -0.3089 0.1296 -0.09
C 3.2184 0.1626 1.2900 -0.11
H -3.3311 0.0373 1.0553 0.04
H -0.9719 0.9825 1.5824 0.20
H -3.1695 1.5968 0.1500 0.04
H -2.4272 -1.1205 -0.8706 0.11
H -2.2270 0.4166 -1.7255 0.11
H -0.5213 -0.5569 0.5705 0.07
H -0.3055 0.9502 -0.2703 0.08
H 0.0856 -1.8258 -1.5088 0.12
H 0.3296 -0.2869 -2.3605 0.11
H 2.4885 0.5951 1.9863 0.08
H 3.9422 0.9404 1.0306 0.07
H 3.7405 -0.6480 1.8063 0.07
```

The calculation puts the HOMO energy (spin up / spin down) at -0.33499 / -0.32536 Ha. As for the HOMO-LUMO gap (spin up / spin down): 0.339 / 0.326 hartree. The molecular weight is 96.17 Da.